The following is a DFT calculation (the ωB97M-V functional and the def2-TZVPD basis) of C48H51BFN11O7PbS2Sb as an isolated structure at a distorted geometry.

```
123
Properties=species:S:1:pos:R:3:forces:R:3:lowdin_charge:R:1
Pb 0.5326 -0.2214 -0.9492 -0.172 0.409 0.344 1.430
C -0.4833 -2.7672 2.4629 -0.081 -0.109 0.009 -0.069
C -0.8807 -3.7628 1.5481 -0.072 -0.019 -0.045 -0.182
N 0.0334 -3.9740 0.6170 0.129 0.163 0.333 0.091
N 1.0436 -3.1148 0.9178 0.077 -0.019 -0.264 -0.026
C 0.7588 -2.3833 2.0210 0.209 0.075 -0.095 -0.104
B 2.3638 -3.2991 0.1545 0.010 0.060 -0.273 -0.676
N 2.0083 -3.5786 -1.3256 -0.099 -0.012 0.183 0.003
C 2.1589 -4.6643 -2.1048 -0.061 0.065 -0.023 -0.086
C 1.5635 -4.4004 -3.3220 -0.028 0.025 0.042 -0.073
C 1.0562 -3.0996 -3.1841 -0.102 0.028 -0.029 -0.166
N 1.3161 -2.6181 -1.9782 0.114 -0.106 -0.072 -0.009
N 3.2916 -2.0388 0.2077 -0.070 -0.076 0.008 0.023
C 4.6411 -2.0976 0.1784 -0.006 0.056 0.095 -0.069
C 5.1276 -0.8647 -0.1879 0.043 0.017 -0.013 -0.057
C 3.9813 -0.0849 -0.3856 -0.064 0.057 0.133 -0.155
N 2.8865 -0.7889 -0.1431 0.305 -0.442 -0.062 -0.056
N 3.1419 -4.4787 0.7972 0.020 0.072 -0.050 -0.009
C 3.1891 -4.7213 2.1259 0.000 -0.026 -0.115 -0.080
C 4.1222 -5.7079 2.3443 0.046 -0.106 -0.035 -0.088
C 4.6023 -6.0123 1.0570 0.010 0.032 0.031 -0.188
N 4.0193 -5.2656 0.1307 -0.011 0.099 0.250 0.050
H -1.0291 -2.3743 3.3029 -0.027 0.064 0.000 0.078
H -1.8052 -4.3248 1.5165 0.039 0.044 0.019 0.090
H 1.4377 -1.6240 2.3855 -0.134 -0.025 -0.051 0.100
H 2.6864 -5.5255 -1.7344 -0.015 0.045 -0.054 0.093
H 1.5042 -5.0490 -4.1802 0.017 0.021 0.022 0.077
H 0.5262 -2.4916 -3.9053 0.064 -0.017 0.067 0.096
H 5.1661 -3.0090 0.4176 -0.084 0.024 -0.022 0.111
H 6.1591 -0.5678 -0.2800 -0.059 0.009 0.020 0.088
H 3.8967 0.9540 -0.6727 0.006 -0.064 0.065 0.113
H 2.5606 -4.1801 2.8157 -0.005 -0.008 -0.062 0.116
H 4.4030 -6.1506 3.2854 -0.006 0.018 -0.014 0.075
H 5.3481 -6.7381 0.7654 -0.035 0.016 0.008 0.085
O -0.9159 6.0556 0.3971 0.097 -0.170 0.093 0.007
C -1.7544 5.5496 -0.5136 -0.062 0.011 0.040 -0.296
C -2.6934 6.3974 -1.1124 -0.041 -0.029 -0.025 -0.041
C -3.5968 5.9062 -2.0405 0.049 -0.049 0.053 -0.124
C -3.5812 4.5588 -2.3909 0.033 -0.003 0.026 -0.115
C -2.6382 3.7230 -1.8079 0.035 0.029 -0.032 -0.025
C -1.7166 4.1900 -0.8772 -0.001 -0.078 -0.146 -0.056
C -0.7191 3.2160 -0.2946 -0.240 -0.082 -0.648 -0.462
O -0.6537 2.0618 -0.7893 -0.152 -0.027 -0.098 -0.183
N -0.0092 3.7173 0.6894 0.197 0.075 0.378 -0.004
N 0.7355 2.7643 1.3981 0.313 -0.211 0.163 -0.188
C 2.0957 2.8938 1.3513 -0.297 -0.072 -0.075 -0.107
C 3.0142 2.0767 2.0341 -0.005 -0.116 -0.077 -0.228
C 4.4062 2.3647 1.9822 -0.016 -0.052 0.044 -0.086
C 5.3494 1.5662 2.6022 -0.136 -0.091 0.025 -0.149
C 4.9458 0.4245 3.2967 -0.062 0.064 -0.039 -0.131
C 3.5803 0.1162 3.3642 0.067 -0.071 -0.064 -0.060
C 2.6119 0.9073 2.7637 -0.167 0.029 0.093 -0.372
O 1.3153 0.5469 2.8634 0.162 -0.035 -0.111 -0.288
H -0.3925 5.2248 0.7356 0.029 0.229 -0.006 0.060
H -2.6962 7.4421 -0.8224 0.008 -0.032 0.000 0.101
H -4.3193 6.5801 -2.4896 0.012 -0.018 -0.002 0.085
H -4.2867 4.1681 -3.1157 0.029 0.016 0.020 0.084
H -2.5815 2.6726 -2.0683 0.009 0.052 0.029 0.092
H 2.4768 3.6706 0.6959 -0.068 0.091 0.028 0.112
H 4.7225 3.2412 1.4236 -0.016 -0.004 0.024 0.097
H 6.4023 1.8197 2.5349 -0.020 0.008 -0.009 0.081
H 5.6743 -0.2202 3.7766 -0.044 0.019 -0.040 0.079
H 3.2413 -0.7780 3.8811 0.025 0.058 0.029 0.106
C -6.7960 -0.3481 2.5456 0.061 0.004 -0.016 -0.044
C -6.8863 -0.6638 1.0538 0.087 -0.022 0.016 -0.307
C -7.7273 -1.9108 0.8311 0.078 -0.080 -0.074 -0.157
C -7.7641 -2.2836 -0.6431 0.052 0.018 0.069 -0.134
C -6.3597 -2.5242 -1.1232 -0.072 0.110 0.170 -0.151
C -6.0753 -3.4465 -2.0989 0.028 -0.124 -0.129 0.037
C -4.7601 -3.6346 -2.5097 -0.060 -0.023 -0.042 -0.259
F -4.5225 -4.5493 -3.4752 -0.029 -0.057 -0.045 0.052
C -3.7245 -2.9296 -1.9732 0.195 -0.035 -0.067 0.077
C -3.9929 -1.9923 -0.9745 0.021 0.149 0.183 -0.037
C -2.8444 -1.2198 -0.4140 -0.388 -0.067 0.045 -0.314
O -1.7268 -1.4860 -0.8334 0.324 0.001 -0.064 -0.095
C -3.2116 -0.1952 0.5329 -0.054 0.042 0.033 0.009
C -4.5231 -0.0825 0.8776 0.101 0.057 0.053 0.015
N -5.5437 -0.8577 0.4585 -0.252 -0.094 -0.043 0.025
C -5.3046 -1.7987 -0.5409 -0.056 0.096 0.107 -0.080
C -2.3343 0.8191 1.2671 0.008 0.067 -0.095 -0.623
O -2.9226 1.8323 1.6653 0.212 -0.106 0.062 -0.003
O -1.1166 0.5239 1.5045 -0.376 0.151 0.277 -0.164
H -7.7862 -0.4543 2.9921 0.013 0.015 -0.015 0.079
H -6.4496 0.6652 2.7445 -0.006 -0.048 -0.002 0.078
H -6.1126 -1.0442 3.0384 -0.058 0.020 -0.008 0.098
H -7.3707 0.1737 0.5418 -0.008 0.041 -0.062 0.153
H -8.7282 -1.7246 1.2210 -0.026 0.005 0.002 0.116
H -7.2898 -2.7362 1.4026 -0.047 0.010 0.031 0.134
H -8.2229 -1.4683 -1.2110 -0.017 0.016 -0.030 0.125
H -8.3709 -3.1740 -0.8100 -0.021 -0.020 -0.003 0.114
H -6.8715 -4.0274 -2.5494 0.049 -0.007 -0.030 0.124
H -2.6984 -3.0735 -2.2908 -0.029 -0.013 0.017 0.141
H -4.7753 0.7149 1.5597 0.048 -0.010 0.033 0.126
C 1.5616 1.8024 5.7570 -0.033 0.102 -0.050 -0.179
C 1.1331 2.7718 4.6497 0.002 -0.102 0.153 -0.328
Sb -0.2153 1.9644 3.1288 0.957 0.296 -0.013 1.668
C -1.1860 0.6012 4.5020 -0.223 -0.117 -0.223 -0.315
C -2.6369 0.1609 4.3199 0.137 0.024 -0.046 -0.170
C -1.3298 3.8150 3.2712 -0.524 -0.327 -0.003 -0.357
C -2.1340 3.8538 4.5682 0.015 0.029 -0.072 -0.185
H 2.4128 2.1964 6.3222 -0.007 -0.010 0.001 0.061
H 1.8645 0.8398 5.3441 -0.009 0.017 0.013 0.047
H 0.7537 1.6198 6.4726 0.040 0.013 -0.026 0.047
H 2.0100 3.1138 4.0993 0.007 0.041 0.001 0.047
H 0.6643 3.6607 5.0831 0.008 -0.030 -0.050 0.042
H -1.0691 1.1151 5.4568 0.008 -0.039 0.024 0.035
H -0.5189 -0.2621 4.4997 0.045 0.051 0.040 0.051
H -3.3174 1.0110 4.2597 -0.005 -0.027 -0.019 0.049
H -2.9437 -0.4662 5.1653 -0.014 0.023 -0.012 0.064
H -2.7651 -0.4321 3.4130 0.028 0.005 0.013 0.048
H -1.9705 3.9251 2.4053 -0.034 0.081 -0.021 0.035
H -0.5535 4.5796 3.2383 0.052 -0.034 0.021 0.056
H -3.0291 3.2319 4.4845 0.051 0.024 0.005 0.053
H -2.4600 4.8739 4.7979 -0.022 -0.027 0.004 0.062
H -1.5598 3.4977 5.4305 -0.024 0.033 -0.018 0.047
C -2.3385 0.4025 -3.6544 0.042 -0.039 0.043 -0.122
O -0.9676 0.3853 -3.2706 -0.076 -0.119 -0.162 -0.374
C 0.0058 0.6083 -4.1902 0.021 -0.047 0.078 -1.376
S -0.3428 0.9111 -5.7894 -0.036 -0.032 0.132 0.521
S 1.5571 0.4904 -3.4880 0.034 0.116 -0.154 0.490
H -2.8928 0.2601 -2.7274 0.031 0.032 -0.024 0.080
H -2.5540 -0.4041 -4.3564 0.035 -0.007 -0.011 0.080
H -2.5993 1.3514 -4.1175 0.018 0.064 -0.022 0.069
```
Positions in Å, forces in eV/Å.

Calculated values
- total charge = -2
- spin multiplicity = 2
- total energy (eV) = -118182.377
- LUMO energy (spin up / spin down) (eV) = 3.3 / 3.3
- energy above the lowest of the compared OMol25 structures with the same formula, charge and spin (kcal/mol) = 0.0
- HOMO level (spin up / spin down) (Ha) = -0.0080 / -0.1028

---

The following is a DFT calculation (the ωB97M-V functional and the def2-TZVPD basis) of C21H12F6IrN6O6S2Se as an isolated structure at a distorted geometry.

```
55
Properties=species:S:1:pos:R:3:forces:R:3:nbo_charge:R:1
Ir -0.3503 0.2811 -0.3235 -3.236 3.465 -3.269 1.156
O -0.4468 4.4994 -0.6279 -0.137 0.010 -0.027 -0.548
C -0.2875 3.3451 -0.2972 0.020 0.347 -0.147 0.637
N -0.9767 2.2583 -0.7702 0.398 -1.490 0.585 -0.517
C -2.1255 2.4294 -1.5227 0.513 0.889 0.780 0.117
C -2.8631 3.6189 -1.6358 -0.101 0.399 -0.059 -0.186
C -3.9740 3.6573 -2.4417 0.296 0.190 0.213 -0.189
C -4.3714 2.5181 -3.1390 0.098 -0.384 -0.052 -0.176
C -3.6752 1.3397 -2.9999 -0.309 -0.055 -0.284 -0.238
C -2.5426 1.2946 -2.1730 -0.258 -1.203 -0.395 0.212
N -1.7578 0.1795 -1.9176 0.709 -0.260 1.499 -0.546
C -1.8882 -0.9511 -2.6871 -0.132 0.020 -0.319 0.624
O -2.5283 -1.0550 -3.7102 -0.108 0.051 -0.035 -0.553
C -1.1106 -2.0912 -2.1848 -0.041 -0.268 -0.087 0.108
C -1.3228 -3.3542 -2.6915 -0.031 -0.131 -0.088 -0.198
C -0.5316 -4.3965 -2.2363 -0.038 0.005 -0.009 -0.139
C 0.4410 -4.1158 -1.2960 0.000 0.013 -0.050 -0.222
C 0.5721 -2.8192 -0.8268 0.044 -0.103 -0.323 0.073
N -0.1994 -1.8159 -1.2646 1.133 -0.263 1.291 -0.485
C 0.7684 2.9875 0.6584 0.142 0.290 0.215 0.102
C 1.3631 3.9613 1.4321 0.106 0.096 0.058 -0.190
C 2.3942 3.5978 2.2826 -0.008 0.033 -0.041 -0.136
C 2.7875 2.2727 2.3064 0.061 0.038 -0.038 -0.214
C 2.1247 1.3649 1.5019 0.190 0.177 -0.144 0.074
N 1.1237 1.7141 0.6897 0.441 -1.676 0.662 -0.461
H -2.5497 4.4916 -1.0918 -0.063 0.000 0.002 0.254
H -4.5463 4.5713 -2.5249 0.035 0.008 0.031 0.222
H -5.2368 2.5553 -3.7868 -0.023 -0.062 0.035 0.221
H -3.9858 0.4558 -3.5268 -0.052 0.045 0.017 0.254
H -2.1030 -3.4845 -3.4269 0.042 0.005 -0.046 0.254
H -0.6715 -5.4008 -2.6133 -0.005 0.005 0.007 0.230
H 1.1041 -4.8766 -0.9084 -0.018 0.015 0.033 0.244
H 1.3036 -2.6007 -0.0782 0.104 0.061 -0.059 0.269
H 1.0042 4.9762 1.3433 0.029 0.003 -0.036 0.255
H 2.8898 4.3374 2.8973 -0.035 -0.016 0.027 0.231
H 3.5979 1.9252 2.9317 -0.044 -0.022 0.023 0.244
H 2.4186 0.3351 1.5088 0.067 0.099 -0.167 0.224
F -0.2721 -3.5185 2.1299 0.059 -0.048 -0.048 -0.307
C 0.3589 -2.9816 3.1701 -0.063 0.029 0.052 0.749
F 1.2405 -3.8432 3.6486 0.060 -0.036 0.025 -0.298
F -0.5373 -2.7197 4.1130 -0.058 0.038 0.023 -0.299
S 1.1789 -1.3604 2.6709 -0.420 -0.074 -0.304 2.232
O 0.7478 -1.1938 1.2659 0.283 -0.110 0.919 -1.022
O 0.6632 -0.3805 3.5710 0.201 0.011 0.162 -0.902
N 2.7258 -1.5243 2.8493 -0.040 -0.314 -0.064 -1.206
S 3.5620 -2.5978 2.0036 -0.128 -0.011 -0.146 2.255
O 4.6420 -3.1318 2.7587 -0.037 0.140 0.142 -0.889
O 2.7178 -3.4787 1.2386 0.092 0.015 -0.011 -0.960
C 4.3745 -1.5066 0.7498 -0.068 0.108 0.116 0.713
F 4.9001 -0.4357 1.3485 0.070 0.028 -0.029 -0.314
F 3.4756 -1.0771 -0.1493 -0.030 -0.019 -0.005 -0.326
F 5.3323 -2.1567 0.1107 0.027 -0.109 -0.036 -0.298
Se -1.9131 0.1793 1.6224 0.463 0.018 -0.623 0.221
C -3.1319 1.4535 1.1480 -0.183 0.069 0.015 -0.024
N -3.9129 2.2673 0.9010 -0.015 -0.063 0.009 -0.334
```
Positions in Å, forces in eV/Å.

Calculated values
- total charge = 0
- spin multiplicity = 2
- total energy (eV) = -149355.862
- LUMO energy (spin up / spin down) (eV) = -2.6 / -3.2
- energy above the lowest of the compared OMol25 structures with the same formula, charge and spin (kcal/mol) = 78.7
- HOMO level (spin up / spin down) (Ha) = -0.3219 / -0.3184